## a
Density functional theory data (ωB97M-V/def2-TZVPD) for one molecule with the formula C5H6OS.

Output
- HOMO energy (hartree) = -0.3250
- structure (SMILES) = C=C/C=C/OC=S

The geometry in ORCA input format:
```
! wB97M-V def2-TZVPD RIJCOSX def2/J DEFGRID3
* xyz 0 1
C 1.36966 -2.36285 0.98994
C 1.16099 -1.08915 0.67877
C -0.07253 -0.59052 0.06272
C -0.26132 0.69302 -0.23127
O -1.46848 1.06436 -0.80230
C -1.70544 2.33897 -1.12315
S -0.75774 3.64297 -0.93809
H 0.62768 -3.13893 0.79514
H 2.28423 -2.72573 1.43629
H 1.92814 -0.33644 0.86914
H -0.87349 -1.31332 -0.11510
H 0.45010 1.46686 -0.06573
H -2.68179 2.35076 -1.55637
*
```

***

## b
Density functional theory data (ωB97M-V/def2-TZVPD) for C5H6OS as an isolated structure.

Output
- HOMO energy (hartree) = -0.3086

The geometry in ORCA input format:
```
! wB97M-V def2-TZVPD RIJCOSX def2/J DEFGRID3
* xyz 0 1
C 0.91175 0.89726 -0.03684
C -0.24492 1.32055 0.67548
C 0.15428 0.22760 -1.23039
C -1.11926 0.16891 0.84266
C -0.21395 -0.97831 -0.38949
O 1.35701 -1.39248 1.74935
S 1.42432 -0.95243 0.37595
H 1.73778 1.62737 -0.14557
H -0.69966 0.87338 -1.43879
H 0.77050 -0.19811 -2.06175
H -1.11676 -0.35412 1.87284
H -2.11361 0.47869 0.63174
H -0.84749 -1.71831 -0.84518
*
```

***

What should be chosen as the least stable of them? Choose b.

***

## a
Density functional theory data (ωB97M-V/def2-TZVPD) for one molecule with the formula C5H6OS.

Output
- HOMO energy (hartree) = -0.3198
- structure (SMILES) = C#CC1(O)CSC1

The geometry in ORCA input format:
```
! wB97M-V def2-TZVPD RIJCOSX def2/J DEFGRID3
* xyz 0 1
C -2.23543 1.38520 -0.32771
C -1.26253 0.67377 -0.19977
C -0.11045 -0.29438 -0.05494
O -0.52208 -1.64456 -0.01411
C 1.08357 -0.31281 -1.11846
S 2.43853 0.24043 -0.00490
C 1.04682 0.15539 1.18342
H -3.06017 1.96185 -0.00938
H -1.36606 -1.84303 0.42516
H 1.03821 -1.29829 -1.58442
H 0.83191 0.45965 -1.78753
H 1.01831 1.20365 1.61821
H 1.09938 -0.68686 1.87442
*
```

***

## b
Density functional theory data (ωB97M-V/def2-TZVPD) for C5H6OS as an isolated structure.

Output
- HOMO energy (hartree) = -0.3116

The geometry in ORCA input format:
```
! wB97M-V def2-TZVPD RIJCOSX def2/J DEFGRID3
* xyz 0 1
C -0.52785 -0.96698 -0.58800
C -0.11126 -0.47667 0.76022
C -0.75144 0.91756 0.71897
C 0.09232 0.28641 -1.10003
C 1.23795 -0.04900 -0.14718
H -0.41946 -1.06705 1.71745
H -0.31466 1.43620 1.66804
H -1.76113 0.83117 0.83737
H 0.35104 0.28290 -2.08365
H 1.93207 0.74443 0.17776
H 1.85978 -0.87289 -0.37293
O -0.64484 1.38168 -0.59588
S -0.94254 -2.44776 -0.99214
*
```

***

What should be chosen as the least stable of them? Choose a.